(1)
The following is a quantum chemistry calculation of a cluster of 2 separate species, C2HNO4 in total in a non-equilibrium geometry, from OMol25.

Structure (ORCA input):
```
! RIJCOSX wB97M-V def2-TZVPD def2/J DEFGRID3
* xyz 0 1
C 0.65 1.65 0.22
C 0.21 0.44 -0.31
N -2.30 0.77 0.08
O -2.65 0.75 1.20
O 0.81 2.79 0.36
O -2.86 0.84 -0.93
O 0.64 0.56 1.03
H 0.29 -0.43 -0.96
*
```

ΔE to the lowest compared entry with this formula, charge and spin: 594.3 kJ/mol
total energy: -11763.1188 eV
maximum force: 0.039 hartree/bohr

(2)
The following is a quantum chemistry calculation of an isolated molecule of C2HNO4 in a non-equilibrium geometry, from OMol25.

Structure (ORCA input):
```
! RIJCOSX wB97M-V def2-TZVPD def2/J DEFGRID3
* xyz 0 1
O -2.01 -0.24 -0.94
C -1.02 -0.64 -0.48
C -0.15 -0.09 0.56
O -0.03 -0.66 1.85
N 0.97 0.83 0.06
O 1.28 0.75 -1.09
O 1.38 1.61 0.84
H -0.41 -1.56 -0.80
*
```

ΔE to the lowest compared entry with this formula, charge and spin: 518.4 kJ/mol
total energy: -11763.9059 eV
maximum force: 0.206 hartree/bohr
SMILES: O=CC(=O)[N+](=O)[O-]

(3)
The following is a quantum chemistry calculation of a structure of composition C2HNOS in a non-equilibrium geometry, from OMol25.

Structure (ORCA input):
```
! RIJCOSX wB97M-V def2-TZVPD def2/J DEFGRID3
* xyz 0 1
C 1.18 0.24 0.00
C -1.51 -0.25 -0.01
N -0.42 -0.71 0.09
O -2.64 0.02 -0.06
S 2.49 -0.58 -0.03
H 0.90 1.28 0.00
*
```

ΔE to the lowest compared entry with this formula, charge and spin: 180.1 kJ/mol
total energy: -16460.6669 eV
maximum force: 0.096 hartree/bohr

(4)
The following is a quantum chemistry calculation of a cluster of 2 separate species, C2HNOS2 in total in a non-equilibrium geometry, from OMol25.

Structure (ORCA input):
```
! RIJCOSX wB97M-V def2-TZVPD def2/J DEFGRID3
* xyz 0 1
C -0.43 1.23 0.52
C 0.56 -1.34 -0.95
N -1.37 1.46 -0.21
O 0.25 1.27 1.46
S 2.16 -1.70 -0.21
S 0.26 -2.08 0.62
H -1.42 1.15 -1.22
*
```

ΔE to the lowest compared entry with this formula, charge and spin: 196.7 kJ/mol
total energy: -27294.9367 eV
maximum force: 0.060 hartree/bohr

(5)
The following is a quantum chemistry calculation of a cluster of 2 separate species, C2HNOS2 in total in a non-equilibrium geometry, from OMol25.

Structure (ORCA input):
```
! RIJCOSX wB97M-V def2-TZVPD def2/J DEFGRID3
* xyz 0 1
C -1.25 -0.60 0.49
C 1.46 1.59 0.04
N -1.43 -0.72 -0.69
O -0.85 -0.61 1.58
S 2.07 0.36 0.95
S 2.22 0.55 -1.09
H -2.22 -0.57 -1.29
*
```

ΔE to the lowest compared entry with this formula, charge and spin: 190.1 kJ/mol
total energy: -27295.0053 eV
maximum force: 0.040 hartree/bohr

(6)
The following is a quantum chemistry calculation of an isolated molecule of C2HNS2 in a non-equilibrium geometry, from OMol25.

Structure (ORCA input):
```
! RIJCOSX wB97M-V def2-TZVPD def2/J DEFGRID3
* xyz 0 1
S 0.44 0.85 2.00
C -0.33 0.16 0.67
N -0.26 0.58 -0.67
C 0.15 -0.71 -0.31
S -0.51 -2.12 -0.85
H 0.51 1.24 -0.83
*
```

ΔE to the lowest compared entry with this formula, charge and spin: 328.2 kJ/mol
total energy: -25245.7746 eV
maximum force: 0.130 hartree/bohr
SMILES: S=c1[nH]c1=S

(7)
The following is a quantum chemistry calculation of a structure of composition C2HNdO2 in a non-equilibrium geometry, from OMol25.

Structure (ORCA input):
```
! RIJCOSX wB97M-V def2-TZVPD def2/J DEFGRID3
* xyz 1 5
C 0.18 2.11 0.65
C -0.94 2.30 0.13
H -1.75 2.95 -0.14
O -0.95 -0.74 -0.35
Nd 1.06 -1.25 0.56
O 1.02 1.19 0.92
*
```

<S²>: 6.06
ΔE to the lowest compared entry with this formula, charge and spin: 299.8 kJ/mol
total energy: -21448.5917 eV
maximum force: 0.162 hartree/bohr

(8)
The following is a quantum chemistry calculation of a cluster of 2 separate species, C2HO3S2 in total in a non-equilibrium geometry, from OMol25.

Structure (ORCA input):
```
! RIJCOSX wB97M-V def2-TZVPD def2/J DEFGRID3
* xyz -1 1
C 0.86 1.46 -0.43
C 0.49 -2.32 1.56
O 0.53 2.17 0.51
O 1.56 1.70 -1.36
O 0.26 0.19 -0.38
S -0.82 -3.16 1.31
S 1.53 -1.21 1.90
H -0.34 0.36 0.49
*
```

ΔE to the lowest compared entry with this formula, charge and spin: 47.1 kJ/mol
total energy: -29904.5816 eV
maximum force: 0.077 hartree/bohr

(9)
The following is a quantum chemistry calculation of a structure of composition C2HO3Tl in a non-equilibrium geometry, from OMol25.

Structure (ORCA input):
```
! RIJCOSX wB97M-V def2-TZVPD def2/J DEFGRID3
* xyz 1 2
C -0.42 -1.07 -0.12
O -1.45 -0.15 -0.17
C -0.51 0.85 -0.02
O 0.54 -0.03 0.07
O -0.55 2.02 -0.06
Tl 2.81 0.32 -0.23
H -0.42 -1.94 0.54
*
```

<S²>: 0.75
ΔE to the lowest compared entry with this formula, charge and spin: 103.1 kJ/mol
total energy: -12916.5017 eV
maximum force: 0.041 hartree/bohr

(10)
The following is a quantum chemistry calculation of a cluster of 2 separate species, C2HO4P in total in a non-equilibrium geometry, from OMol25.

Structure (ORCA input):
```
! RIJCOSX wB97M-V def2-TZVPD def2/J DEFGRID3
* xyz 0 1
C 1.73 -0.18 -0.63
C -1.91 -0.07 -0.75
O 1.49 0.18 -1.71
O -1.14 0.08 0.27
O 1.82 -0.50 0.44
O -0.22 0.70 2.49
P -0.44 -0.47 1.68
H -1.34 0.27 -1.80
*
```

ΔE to the lowest compared entry with this formula, charge and spin: 168.2 kJ/mol
total energy: -19566.2641 eV
maximum force: 0.109 hartree/bohr

(11)
The following is a quantum chemistry calculation of a structure of composition C2HO4S in a non-equilibrium geometry, from OMol25.

Structure (ORCA input):
```
! RIJCOSX wB97M-V def2-TZVPD def2/J DEFGRID3
* xyz -1 1
C 0.31 0.37 -0.57
C 1.40 0.89 -0.17
O 1.35 -2.02 0.00
O 2.37 1.34 0.30
O -0.05 -1.76 -1.91
O 2.07 -0.72 -2.03
S 1.02 -1.22 -1.14
H -0.45 0.71 -1.08
*
```

ΔE to the lowest compared entry with this formula, charge and spin: 118.6 kJ/mol
total energy: -21115.4866 eV
maximum force: 0.087 hartree/bohr

(12)
The following is a quantum chemistry calculation of the ion C2HO6S2 with charge -1 in a non-equilibrium geometry, from OMol25.

Structure (ORCA input):
```
! RIJCOSX wB97M-V def2-TZVPD def2/J DEFGRID3
* xyz -1 1
C 0.26 1.62 -0.02
C -1.02 0.88 -0.15
O 3.56 0.41 1.22
O 0.10 2.85 0.05
O -3.68 1.41 -0.15
O 3.73 0.58 -1.23
O -1.32 -0.45 -0.25
O 1.36 0.95 0.02
S -2.33 1.93 0.17
S 3.31 1.21 0.05
H -0.47 -0.95 -0.50
*
```

ΔE to the lowest compared entry with this formula, charge and spin: 55.0 kJ/mol
total energy: -36046.2130 eV
maximum force: 0.068 hartree/bohr